[1]
ORCA calculation (ωB97M-V with the def2-TZVPD basis set) on a cluster of 5 separate species, C46H93F9N2O2S in total.

Last column: Löwdin charge in e.
CARTESIAN COORDINATES (ANGSTROEM)
C  -4.45  -0.90  3.25  -0.107
C  -4.61  -0.16  1.92  -0.254
C  -4.70  -1.11  0.72  -0.165
C  -5.38  -0.54  -0.55  -0.297
C  -4.61  -0.93  -1.82  -0.048
C  -6.87  -0.96  -0.58  -0.152
C  -7.62  -0.84  -1.92  -0.413
O  -7.27  -1.29  -2.97  0.109
N  -8.87  -0.22  -1.72  0.112
C  -8.81  0.48  -0.44  -0.278
C  -10.16  0.85  0.15  -0.136
C  -11.17  -0.29  0.37  -0.186
C  -12.18  -0.02  1.49  -0.148
C  -12.06  -1.07  2.59  -0.086
C  -12.65  -0.67  3.93  -0.465
F  -13.93  -1.11  4.03  0.124
F  -12.71  0.66  4.12  0.115
C  -11.92  -1.33  5.15  -0.435
F  -11.70  -2.62  4.83  0.124
F  -12.69  -1.30  6.22  0.143
S  -10.24  -0.57  5.67  0.780
F  -10.32  -1.32  7.05  -0.118
F  -9.41  -1.78  5.06  -0.138
F  -10.08  0.20  4.27  -0.146
F  -11.01  0.68  6.27  -0.122
F  -8.89  0.08  6.13  -0.108
C  -7.76  -0.24  0.45  -0.194
C  -8.22  -1.08  1.66  -0.123
C  -8.55  -2.58  1.55  -0.160
C  -9.20  -3.15  0.28  -0.177
C  -10.11  -4.33  0.57  -0.167
N  -9.51  -5.36  1.43  -0.098
C  -10.11  -5.54  2.75  -0.036
C  -8.97  -6.50  0.85  -0.494
C  -8.37  -6.34  -0.53  0.009
O  -8.91  -7.56  1.44  0.057
H  -5.40  -1.35  3.57  0.061
H  -3.74  -1.72  3.14  0.075
H  -4.09  -0.25  4.04  0.070
H  -5.49  0.49  1.96  0.087
H  -3.75  0.51  1.79  0.110
H  -3.68  -1.40  0.46  0.096
H  -5.21  -2.03  1.04  0.114
H  -5.35  0.55  -0.46  0.142
H  -4.98  -1.85  -2.28  0.081
H  -4.65  -0.15  -2.58  0.084
H  -3.55  -1.08  -1.58  0.048
H  -6.89  -2.04  -0.40  0.135
H  -9.63  -0.88  -1.83  0.126
H  -8.32  1.44  -0.66  0.147
H  -10.62  1.59  -0.51  0.124
H  -9.97  1.36  1.10  0.121
H  -11.70  -0.47  -0.57  0.120
H  -10.64  -1.22  0.60  0.064
H  -13.20  -0.03  1.09  0.122
H  -12.02  0.98  1.90  0.113
H  -12.58  -1.99  2.31  0.140
H  -11.02  -1.34  2.73  0.091
H  -7.18  0.57  0.89  0.121
H  -7.42  -1.00  2.41  0.100
H  -9.07  -0.55  2.12  0.081
H  -9.20  -2.82  2.39  0.089
H  -7.63  -3.16  1.74  0.115
H  -8.43  -3.47  -0.43  0.097
H  -9.79  -2.39  -0.24  0.081
H  -10.46  -4.78  -0.36  0.117
H  -11.01  -3.98  1.09  0.111
H  -10.02  -6.58  3.04  0.081
H  -11.16  -5.26  2.74  0.086
H  -9.60  -4.92  3.50  0.083
H  -7.92  -7.29  -0.81  0.086
H  -9.11  -6.07  -1.28  0.080
H  -7.60  -5.56  -0.51  0.082
C  2.51  -0.46  -1.98  -0.118
C  1.54  -1.41  -2.67  -0.266
C  0.07  -1.09  -2.41  -0.226
C  -0.34  -1.15  -0.93  -0.228
C  -0.09  -2.50  -0.25  -0.266
C  -0.85  -3.65  -0.88  -0.106
H  2.41  -0.50  -0.89  0.065
H  3.54  -0.70  -2.22  0.072
H  2.32  0.57  -2.29  0.070
H  1.76  -2.44  -2.36  0.099
H  1.72  -1.38  -3.75  0.105
H  -0.55  -1.77  -2.99  0.102
H  -0.14  -0.09  -2.79  0.110
H  -1.41  -0.93  -0.87  0.083
H  0.17  -0.37  -0.38  0.102
H  -0.38  -2.41  0.80  0.103
H  0.98  -2.72  -0.25  0.098
H  -1.93  -3.46  -0.88  0.067
H  -0.68  -4.58  -0.34  0.070
H  -0.55  -3.82  -1.92  0.066
C  7.77  2.10  0.30  -0.104
C  6.88  3.32  0.57  -0.267
C  5.42  2.97  0.82  -0.227
C  4.72  2.25  -0.34  -0.235
C  4.74  3.01  -1.66  -0.269
C  4.03  4.36  -1.60  -0.109
H  7.46  1.57  -0.59  0.067
H  8.81  2.41  0.16  0.049
H  7.73  1.41  1.14  0.079
H  6.96  4.01  -0.27  0.099
H  7.27  3.86  1.44  0.103
H  4.87  3.88  1.08  0.101
H  5.36  2.32  1.71  0.110
H  3.68  2.06  -0.05  0.105
H  5.17  1.27  -0.49  0.099
H  4.26  2.39  -2.42  0.094
H  5.77  3.16  -1.99  0.099
H  2.99  4.24  -1.29  0.075
H  4.03  4.85  -2.57  0.069
H  4.51  5.04  -0.89  0.065
C  12.05  3.40  -0.17  -0.103
C  11.98  2.16  0.71  -0.268
C  11.58  2.46  2.15  -0.231
C  12.55  3.36  2.92  -0.228
C  13.98  2.84  2.99  -0.271
C  14.11  1.49  3.70  -0.113
H  12.82  4.10  0.18  0.068
H  12.29  3.14  -1.20  0.052
H  11.09  3.93  -0.18  0.074
H  12.93  1.63  0.68  0.100
H  11.24  1.47  0.28  0.098
H  11.46  1.51  2.69  0.102
H  10.59  2.93  2.15  0.102
H  12.17  3.49  3.94  0.109
H  12.55  4.35  2.47  0.101
H  14.59  3.57  3.52  0.103
H  14.40  2.76  1.99  0.097
H  13.71  1.54  4.71  0.075
H  15.15  1.17  3.76  0.068
H  13.56  0.71  3.17  0.064
C  15.17  1.67  -5.90  -0.113
C  13.72  1.24  -6.04  -0.272
C  12.80  2.33  -6.58  -0.230
C  12.73  3.59  -5.71  -0.229
C  12.28  3.35  -4.27  -0.279
C  10.89  2.75  -4.15  -0.106
H  15.29  2.49  -5.19  0.064
H  15.80  0.85  -5.55  0.068
H  15.57  2.00  -6.86  0.075
H  13.35  0.89  -5.07  0.097
H  13.66  0.37  -6.71  0.104
H  11.80  1.92  -6.72  0.100
H  13.15  2.62  -7.58  0.109
H  12.03  4.30  -6.18  0.109
H  13.70  4.09  -5.70  0.101
H  12.31  4.30  -3.73  0.104
H  13.00  2.69  -3.76  0.094
H  10.15  3.40  -4.63  0.076
H  10.60  2.63  -3.11  0.056
H  10.82  1.77  -4.62  0.067

Total charge: 0
Total energy, eV: -91578.7609
Strongest force on any atom, eV Å⁻¹: 0.77
Frontier orbital gap, eV: 9.68

[2]
ORCA calculation (ωB97M-V with the def2-TZVPD basis set) on a cluster of 7 separate species, C12H26Br10N2O4 in total at a distorted geometry.

Last column: Löwdin charge in e.
CARTESIAN COORDINATES (ANGSTROEM)
C  -13.50  -27.29  22.35  0.031
N  -14.83  -27.43  21.75  -0.421
O  -14.89  -28.15  20.76  0.057
O  -15.82  -26.89  22.32  0.030
H  -12.70  -27.09  21.64  0.103
H  -13.29  -28.19  22.92  0.107
H  -13.66  -26.41  22.98  0.095
C  -9.23  -31.35  18.78  0.042
N  -8.65  -30.03  19.12  -0.430
O  -9.39  -28.99  19.28  0.016
O  -7.46  -30.13  19.29  0.068
H  -10.19  -30.94  18.46  0.093
H  -9.19  -31.78  19.78  0.109
H  -8.71  -31.89  18.00  0.103
Br  -21.67  -24.40  22.27  0.577
C  -20.66  -23.95  23.94  -0.666
C  -21.27  -22.73  24.55  -0.626
Br  -20.20  -22.08  26.20  0.497
H  -19.59  -23.94  23.74  0.059
H  -20.75  -24.79  24.64  0.056
H  -22.31  -22.90  24.83  0.055
H  -21.29  -21.89  23.85  0.047
Br  -15.31  -24.20  26.76  0.525
C  -14.29  -22.65  27.55  -0.633
C  -13.32  -22.04  26.60  -0.667
Br  -14.06  -20.72  25.29  0.552
H  -13.74  -23.06  28.39  0.061
H  -15.05  -21.93  27.85  0.053
H  -12.65  -22.75  26.11  0.061
H  -12.71  -21.36  27.20  0.047
Br  -14.76  -26.44  13.57  0.550
C  -14.47  -26.20  15.55  -0.603
C  -13.63  -24.88  15.73  -0.665
Br  -13.69  -24.10  17.58  0.540
H  -13.93  -27.07  15.92  0.054
H  -15.47  -26.09  15.97  0.045
H  -14.01  -24.08  15.11  0.028
H  -12.59  -25.07  15.44  0.051
Br  -20.90  -30.45  22.57  0.602
C  -19.00  -31.01  22.54  -0.709
C  -18.97  -32.51  22.59  -0.772
Br  -17.14  -33.07  22.56  0.657
H  -18.36  -30.56  23.30  0.059
H  -18.60  -30.78  21.56  0.053
H  -19.39  -32.82  21.63  0.051
H  -19.49  -32.94  23.45  0.059
Br  -8.06  -24.67  24.80  0.609
C  -8.06  -23.68  23.12  -0.716
C  -6.75  -23.01  22.88  -0.767
Br  -6.58  -22.44  21.05  0.651
H  -8.82  -22.90  23.07  0.064
H  -8.30  -24.38  22.31  0.049
H  -5.84  -23.52  23.16  0.050
H  -6.53  -22.17  23.54  0.060

Total charge: 0
Total energy, eV: -724453.6652
ΔE to the lowest compared entry with this formula, charge and spin, kJ/mol: 221.7
Strongest force on any atom, eV Å⁻¹: 4.11
Frontier orbital gap, eV: 10.09

[3]
ORCA calculation (ωB97M-V with the def2-TZVPD basis set) on a structure of composition C25H36ClIP3Rh at a distorted geometry.

Last column: Löwdin charge in e.
CARTESIAN COORDINATES (ANGSTROEM)
C  -0.58  2.16  1.11  -0.685
I  1.32  2.57  0.81  1.255
H  -0.68  2.75  0.18  -0.102
H  -1.11  2.41  2.04  0.021
H  -1.09  1.23  0.79  0.016
Rh  -0.76  -1.81  0.90  0.492
P  0.30  4.31  -0.79  0.741
C  -0.49  4.71  0.92  -0.309
C  1.74  4.66  -1.91  -0.277
H  1.29  5.44  -2.61  0.061
H  -0.60  5.11  -2.93  0.062
H  2.07  3.78  -2.53  0.084
H  -0.45  3.30  -2.91  0.070
H  0.26  4.72  1.73  0.017
H  2.62  5.11  -1.31  0.072
C  -0.73  4.19  -2.33  -0.237
H  -1.18  5.51  0.98  0.051
H  -1.72  4.15  -1.84  0.047
H  -1.04  3.84  1.23  -0.032
P  0.13  -3.59  0.26  0.563
C  -0.55  -4.70  1.56  -0.227
C  -0.63  -3.63  -1.40  -0.253
H  2.26  -3.50  -0.72  0.043
H  2.12  -4.94  0.37  0.073
H  2.35  -3.29  1.09  0.040
C  1.91  -3.87  0.25  -0.237
H  0.01  -2.94  -2.01  0.035
H  -0.66  -4.66  -1.79  0.074
H  -0.47  -5.73  1.18  0.061
H  -1.60  -4.42  1.73  0.032
H  -1.67  -3.21  -1.28  0.060
H  0.06  -4.55  2.46  0.049
Cl  0.89  -0.81  -0.53  -0.081
C  -0.46  3.67  4.87  -0.082
C  0.59  2.78  4.72  -0.059
C  0.36  1.35  4.60  -0.047
C  -0.82  0.97  3.96  -0.367
C  -1.92  1.90  4.11  -0.094
C  -1.77  3.20  4.64  -0.065
P  -0.85  -0.54  2.94  1.009
C  0.21  -1.48  4.09  -0.416
C  1.50  -1.95  3.70  -0.098
C  2.27  -2.64  4.62  -0.060
C  1.82  -2.81  5.93  -0.050
C  0.74  -2.09  6.38  -0.035
C  -0.16  -1.61  5.42  -0.104
C  -2.52  -1.29  3.15  -0.396
C  -2.70  -2.55  3.69  -0.126
C  -3.91  -3.17  3.62  -0.051
C  -5.04  -2.41  3.23  -0.038
C  -4.88  -1.10  2.79  -0.055
C  -3.61  -0.56  2.72  -0.131
H  -0.41  4.73  5.19  0.130
H  1.57  3.26  4.85  0.118
H  1.02  0.58  4.97  0.103
H  -2.93  1.56  3.88  0.090
H  -2.68  3.78  4.87  0.122
H  1.83  -1.78  2.66  0.083
H  3.21  -3.08  4.29  0.114
H  2.38  -3.39  6.63  0.114
H  0.46  -1.99  7.41  0.114
H  -1.15  -1.23  5.73  0.130
H  -1.83  -3.05  4.09  0.094
H  -4.00  -4.23  3.89  0.128
H  -6.02  -2.87  3.34  0.118
H  -5.79  -0.54  2.51  0.129
H  -3.52  0.43  2.27  0.099

Total charge: +2
2S+1: 5
Total energy, eV: -77983.4220
ΔE to the lowest compared entry with this formula, charge and spin, kJ/mol: 607.2
Expectation value of S²: 6.02
Strongest force on any atom, eV Å⁻¹: 6.06
Frontier orbital gap (alpha / beta), eV: 7.43 / 6.31

- Which of these has the highest total charge?
  C25H36ClIP3Rh